Entry 1:
Formula: CH5NO
Source: the OMol25 dataset
Level of theory: ωB97M-V with the def2-TZVPD basis set

Atoms and positions in Å:
C 1.3922 -0.7432 -1.3280
H 0.3020 -0.0732 1.5401
H 0.5224 -0.5644 -0.8044
H 1.9322 0.1617 -1.4062
H 1.1535 -1.0905 -2.3533
H 1.9050 -1.5162 -0.8331
N -0.6560 -0.0758 0.8933
O -1.1970 1.0091 0.6965

Forces on the atoms, in the same order (eV/Å):
C 0.26 -0.59 -2.25
H -1.93 1.06 -1.17
H -1.97 0.30 0.78
H 0.87 0.83 0.04
H 0.01 0.20 0.59
H 1.01 -0.83 0.61
N -0.51 1.71 0.24
O 2.26 -2.67 1.16

The max |F| is 3.685 eV Å⁻¹. The value obtained for the energy above the lowest of the compared OMol25 structures with the same formula, charge and spin is 71.22 kcal per mole. Its SMILES is N=O.C. Its total charge is 0. The frontier orbital gap is 9.09 eV.

Entry 2:
Formula: CH5NO2
Source: the OMol25 dataset
Level of theory: ωB97M-V with the def2-TZVPD basis set

Atoms and positions in Å:
N 0.7196 -0.2657 1.3443
H -0.8772 -0.5699 -0.2154
H 1.1129 -0.0412 0.4253
H -0.0873 0.3236 1.4913
H 1.3580 -0.2273 2.1208
O -1.4785 0.2797 -0.3419
C -0.5107 0.1524 -1.3135
O 0.6367 0.4008 -1.1802
H -0.8736 -0.0525 -2.3306

Forces on the atoms, in the same order (eV/Å):
N -0.31 -0.55 -0.28
H -2.49 -0.29 3.51
H 0.27 0.13 1.30
H 0.29 0.19 0.27
H 0.10 0.07 -0.09
O 2.22 -2.55 -0.86
C -1.06 3.29 -3.79
O 1.50 0.15 -0.21
H -0.52 -0.44 0.15

The max |F| is 5.130 eV Å⁻¹. The value obtained for the energy above the lowest of the compared OMol25 structures with the same formula, charge and spin is 59.70 kcal per mole. Its total charge is 0. The frontier orbital gap is 10.39 eV.

Entry 3:
Formula: CH5NO2
Source: the OMol25 dataset
Level of theory: ωB97M-V with the def2-TZVPD basis set

Atoms and positions in Å:
C -0.9343 -0.8599 -0.3499
N 0.0588 -1.1424 0.5895
O -0.9538 0.2030 -0.9232
H -1.5632 -1.7037 -0.6543
H 0.4723 -0.2542 0.8888
H -0.1330 -1.8372 1.2927
H 0.8351 1.6598 -0.3014
H 1.6321 2.1086 1.0755
O 1.4803 1.4463 0.3838

Forces on the atoms, in the same order (eV/Å):
C 1.79 -0.40 0.42
N -1.36 0.74 -0.58
O -0.45 0.33 -0.22
H -0.25 -0.09 0.25
H 0.34 -0.51 0.10
H 0.03 -0.05 -0.04
H -0.13 0.51 0.46
H -0.60 0.07 -0.88
O 0.64 -0.61 0.50

The max |F| is 1.884 eV Å⁻¹. The value obtained for the energy above the lowest of the compared OMol25 structures with the same formula, charge and spin is 7.22 kcal per mole. Its SMILES is NC=O.O. Its total charge is 0. The frontier orbital gap is 11.04 eV.

Entry 4:
Formula: CH5NO2P
Source: the OMol25 dataset
Level of theory: ωB97M-V with the def2-TZVPD basis set

Atoms and positions in Å:
C -0.6216 -0.8351 -0.4513
N 1.4848 1.5367 0.6929
O 1.4764 -1.8723 0.8062
O 1.8447 1.1195 -0.5711
P 1.1965 -1.3259 -0.5527
H -0.6675 0.0429 0.1942
H -1.2463 -1.5446 -0.0136
H -0.9626 -0.7137 -1.4656
H 0.4166 1.3088 0.7901
H 1.9180 0.9882 1.3673

Forces on the atoms, in the same order (eV/Å):
C 1.59 0.90 -0.56
N -3.61 1.54 -1.10
O 0.39 0.02 0.70
O -0.26 -2.14 -0.30
P -0.20 1.21 -0.64
H -0.22 0.33 -0.39
H -0.73 -1.65 0.95
H -0.25 0.73 -0.41
H 2.21 0.66 0.22
H 1.08 -1.59 1.53

The max |F| is 4.077 eV Å⁻¹. The value obtained for the energy above the lowest of the compared OMol25 structures with the same formula, charge and spin is 110.18 kcal per mole. Its total charge is -1. The frontier orbital gap (spin up / spin down) is 7.12 / 7.12 eV.

Entry 5:
Formula: CH5NO2P
Source: the OMol25 dataset
Level of theory: ωB97M-V with the def2-TZVPD basis set

Atoms and positions in Å:
C 1.1267 -1.3580 0.0594
N -1.6106 0.6812 -0.5682
O 1.6212 1.3112 0.2894
O -1.4539 1.2137 0.8139
P 1.2222 0.1998 -0.6856
H -0.3959 1.1520 0.9391
H 0.9917 -1.3737 1.0292
H 0.8651 -2.2376 -0.4774
H -0.6682 0.7129 -0.9837
H -1.6983 -0.3015 -0.4161

Forces on the atoms, in the same order (eV/Å):
C 0.39 2.48 -4.86
N -0.43 1.26 1.02
O -0.83 -0.35 0.02
O 3.15 -0.70 -1.06
P 1.86 -1.83 0.38
H -2.88 0.43 -0.05
H -0.23 -0.33 5.16
H -0.19 -0.53 -0.66
H -0.67 0.48 -0.20
H -0.18 -0.92 0.24

The max |F| is 5.473 eV Å⁻¹. The value obtained for the energy above the lowest of the compared OMol25 structures with the same formula, charge and spin is 118.45 kcal per mole. Its total charge is -1. The frontier orbital gap is 8.21 eV.

Entry 6:
Formula: CH5NO2S
Source: the OMol25 dataset
Level of theory: ωB97M-V with the def2-TZVPD basis set

Atoms and positions in Å:
C 0.8043 1.4057 -0.8047
N -2.3696 -0.6073 -0.6846
O -3.3425 0.9263 0.9847
O -0.3673 0.7512 -1.0438
S -2.4370 -0.1871 0.8539
H 0.8562 2.5112 -0.6521
H 1.2951 0.8612 0.1307
H 1.6801 1.2200 -1.5039
H -3.2140 -0.5957 -1.2571
H -1.6320 -0.3326 -1.2405

Forces on the atoms, in the same order (eV/Å):
C 2.29 -0.71 1.16
N -2.82 -2.04 -0.97
O -1.44 1.73 0.65
O 1.84 1.51 0.25
S 1.44 -0.84 0.24
H -0.93 -0.71 0.12
H -0.99 1.03 -1.27
H -1.17 -0.39 0.01
H -0.14 -0.12 0.74
H 1.93 0.54 -0.93

The max |F| is 3.611 eV Å⁻¹. The value obtained for the energy above the lowest of the compared OMol25 structures with the same formula, charge and spin is 109.21 kcal per mole. Its total charge is 0. The frontier orbital gap (spin up / spin down) is 9.99 / 5.74 eV.